1.
{
  "formula": "C6H11N",
  "method": "ωB97M-V with the def2-TZVPD basis set",
  "elements": ["C", "C", "N", "C", "C", "C", "C", "H", "H", "H", "H", "H", "H", "H", "H", "H", "H", "H"],
  "xyz": [[2.820002, -0.358291, -0.620809], [1.617172, -0.059547, 0.061368], [1.177558, 0.915744, 0.944328], [-0.275642, 1.317399, 0.795630], [-2.187299, -1.719024, -0.775672], [-2.041030, -0.382656, -0.001522], [-1.030708, 0.590092, -0.283479], [3.648731, 0.418108, -0.915271], [2.686225, -1.242471, -1.269531], [0.858097, -0.804729, -0.086870], [1.768334, 1.457332, 1.500380], [-0.759703, 1.268870, 1.844367], [-0.172984, 2.358389, 0.367190], [-2.149899, -1.673531, -1.912204], [-1.384404, -2.473335, -0.546757], [-3.030994, -2.198182, -0.262657], [-2.417276, -0.466691, 0.999560], [-0.704000, 0.618198, -1.381602]],
  "forces_ev_per_angstrom": [[-1.9, 2.3, 0.2], [3.1, -0.7, -1.0], [-1.9, -2.0, -1.9], [0.7, 2.0, 0.4], [0.1, 0.3, -0.2], [4.6, 1.2, -1.4], [-2.7, -4.0, -0.2], [-1.6, -1.7, 1.1], [0.5, 0.6, 0.5], [-0.3, -0.3, -0.1], [0.9, 1.1, 0.4], [0.4, 0.2, -1.9], [-0.5, -0.5, 1.2], [-0.7, 0.1, 1.5], [-0.1, 1.2, 0.2], [-0.4, -0.1, -1.2], [0.0, 0.2, 0.5], [-0.1, 0.1, 1.9]],
  "lowdin_charge": [-0.035, -0.265, -0.035, -0.206, -0.123, -0.129, -0.133, 0.064, 0.023, 0.072, 0.096, 0.136, 0.114, 0.089, 0.075, 0.054, 0.073, 0.130],
  "spin_multiplicity": 1,
  "relative_energy_kcal_mol": 84.5,
  "orbital_gap_ha": 0.3169,
  "smiles": "C=CNC/C=C/C"
}

***

2.
{
  "formula": "C3H6FN",
  "method": "ωB97M-V with the def2-TZVPD basis set",
  "elements": ["C", "C", "C", "N", "F", "H", "H", "H", "H", "H", "H"],
  "xyz": [[1.205681, 2.191169, 0.362997], [-0.426952, -0.898967, 0.587915], [0.178057, 0.204332, -0.288690], [1.294997, 0.944874, 0.340060], [2.267546, 2.881709, 0.709423], [0.233468, 2.843126, 0.206372], [0.197483, -1.691613, 0.840791], [-0.595541, -0.610712, 1.542531], [-1.271441, -1.392135, 0.128145], [-0.635013, 1.083625, -0.403430], [0.414486, -0.176778, -1.167724]],
  "forces_ev_per_angstrom": [[-2.0, -0.4, 0.0], [0.4, 0.1, -2.4], [-3.2, 4.1, 5.2], [-0.1, -0.4, -1.0], [0.3, 0.9, 0.4], [2.0, -1.1, 0.0], [2.0, -1.5, -0.5], [-1.4, 1.7, 2.8], [-0.5, 0.4, -0.1], [1.0, -2.3, -0.4], [1.5, -1.3, -4.1]],
  "lowdin_charge": [-0.293, -0.083, -0.238, 0.056, 0.056, 0.162, 0.050, 0.032, 0.077, 0.131, 0.049],
  "spin_multiplicity": 1,
  "relative_energy_kcal_mol": 12.5,
  "orbital_gap_ha": 0.4168,
  "smiles": "CC/N=C/F"
}

***

Number 1: calculated total energy -7886.8690 eV. Number 2: calculated total energy -7414.3206 eV.